A molecular structure, C22H26MoN5O9P, computed with ωB97M-V/def2-TZVPD.

```
! RIJCOSX wB97M-V def2-TZVPD def2/J DEFGRID3
* xyz 2 1
Mo -0.691 0.710 -0.069
O 0.100 3.514 2.781
C -0.337 2.468 2.420
O -0.228 2.104 1.090
C -0.990 1.451 3.280
C -1.140 1.715 4.642
C -1.725 0.766 5.448
C -2.187 -0.453 4.973
C -2.042 -0.692 3.628
C -1.459 0.241 2.785
O -1.381 -0.058 1.475
N -2.469 -1.943 2.981
O -1.593 -2.749 2.738
O -3.638 -2.047 2.697
N -1.867 1.048 6.896
O -2.375 0.181 7.568
O -1.462 2.119 7.282
H -0.794 2.651 5.060
H -2.640 -1.168 5.646
C -3.222 -1.287 -1.713
C -1.814 -1.752 -1.659
N -1.457 -2.848 -2.282
O -0.915 -1.112 -1.013
H -3.840 -1.963 -2.299
H -3.262 -0.286 -2.145
H -3.619 -1.225 -0.697
H -2.126 -3.394 -2.805
H -0.493 -3.149 -2.285
C 2.873 -3.617 0.572
C 2.547 -2.167 0.608
C 3.290 -1.074 1.015
C 2.458 0.037 0.896
N 1.262 -0.340 0.388
N 1.353 -1.688 0.238
C 2.770 1.414 1.373
H 3.887 -3.777 0.929
H 2.803 -4.013 -0.442
H 2.193 -4.183 1.211
H 4.291 -1.089 1.410
H 0.553 -2.204 -0.078
H 3.801 1.445 1.716
H 2.138 1.696 2.213
H 2.645 2.171 0.607
C 2.326 2.567 -1.962
P 0.613 1.999 -1.939
C -0.363 3.438 -2.418
C 0.460 0.767 -3.251
C -0.553 0.833 -4.208
C -0.641 -0.146 -5.190
C 0.273 -1.188 -5.220
C 1.276 -1.267 -4.260
C 1.364 -0.301 -3.272
H 3.023 1.769 -1.716
H 2.465 3.408 -1.284
H 2.510 2.896 -2.987
H 0.017 3.854 -3.352
H -0.268 4.192 -1.634
H -1.416 3.183 -2.513
H -1.257 1.654 -4.211
H -1.408 -0.076 -5.950
H 0.218 -1.932 -6.004
H 2.004 -2.067 -4.299
H 2.155 -0.369 -2.531
O -1.998 1.334 -0.879
*
```

The orbital gap comes out at 6.270 eV. Its HOMO energy is -15.3 eV. The calculation puts the electronic energy at -2213.807224 Eh.

Atom charges from the natural (NBO) analysis, given in e for atoms 1 to 8: 1.810, -0.463, 0.786, -0.627, -0.244, -0.123, 0.101, -0.154



A single C22H26N2O3 molecule in a non-equilibrium geometry, computed with ωB97M-V/def2-TZVPD.

```
! RIJCOSX wB97M-V def2-TZVPD def2/J DEFGRID3
* xyz 0 1
C -2.804 -1.165 -1.916
C -2.426 0.098 -1.849
C -1.164 0.616 -2.461
C -0.084 0.899 -1.392
C -0.404 2.155 -0.577
C -0.289 3.360 -1.455
C 0.657 3.404 -2.377
C 1.690 2.329 -2.503
C 2.943 2.754 -1.720
N 1.219 1.031 -2.018
C 1.951 -0.046 -2.377
O 2.988 0.019 -3.007
C 1.426 -1.355 -1.881
C 1.727 -1.953 -0.630
C 1.000 -3.109 -0.644
C 0.765 -4.132 0.420
O 0.870 -3.571 1.706
C 0.095 -2.476 2.003
C -0.976 -2.023 1.246
C -1.655 -0.884 1.647
C -1.303 -0.182 2.787
C -2.052 1.054 3.180
C -0.238 -0.653 3.563
C 0.170 0.063 4.814
C 0.446 -1.787 3.161
O 0.339 -3.204 -1.807
N 0.613 -2.113 -2.565
H -3.715 -1.517 -1.460
H -2.217 -1.897 -2.445
H -3.034 0.823 -1.323
H -0.767 -0.132 -3.150
H -1.361 1.536 -3.016
H -0.050 0.044 -0.706
H -1.402 2.066 -0.151
H 0.302 2.229 0.256
H -1.004 4.159 -1.332
H 0.775 4.248 -3.040
H 1.979 2.198 -3.554
H 2.711 2.854 -0.663
H 3.722 2.008 -1.849
H 3.304 3.708 -2.094
H 2.361 -1.576 0.144
H 1.536 -4.909 0.386
H -0.213 -4.604 0.257
H -1.301 -2.531 0.352
H -2.481 -0.541 1.042
H -2.492 0.939 4.170
H -2.850 1.261 2.472
H -1.385 1.916 3.214
H -0.657 0.090 5.524
H 1.014 -0.433 5.285
H 0.449 1.093 4.594
H 1.275 -2.163 3.740
*
```

The orbital gap comes out at 9.224 eV. Its HOMO energy is -8.6 eV. The SMILES is C=CC[C@@H]1CC=C[C@@H](C)N1C(=O)c1cc(COc2ccc(C)c(C)c2)on1. The calculation puts the electronic energy at -1189.087555 Eh.

Atom charges from the natural (NBO) analysis, given in e for atoms 1 to 8: -0.399, -0.173, -0.476, -0.014, -0.453, -0.196, -0.179, -0.092



3 unconnected molecules or ions with the total composition C22H26N2O3S in a non-equilibrium geometry, computed with ωB97M-V/def2-TZVPD.

```
! RIJCOSX wB97M-V def2-TZVPD def2/J DEFGRID3
* xyz 0 1
C 3.143 -5.017 -0.838
C 2.359 -3.773 -1.609
C 1.695 -3.939 -3.114
C 0.883 -2.634 -3.775
C 0.758 -1.164 -2.988
C -0.033 0.038 -3.768
C -1.562 0.340 -3.160
C -2.670 -0.775 -3.646
C -2.754 -2.123 -2.722
S -2.896 -1.530 -0.926
O -2.682 -2.788 -0.010
O -4.259 -0.853 -0.606
O -1.558 -0.503 -0.669
C -1.571 0.669 -1.555
C 1.488 -1.076 -1.523
C 2.277 -2.338 -0.776
H 2.368 -5.919 -0.837
H 4.137 -5.307 -1.385
H 3.303 -4.699 0.292
H 1.807 -4.972 -3.664
H 0.427 -2.811 -4.856
H 0.617 1.018 -3.782
H -0.212 -0.345 -4.881
H -1.884 1.357 -3.698
H -2.408 -1.125 -4.750
H -3.705 -0.194 -3.729
H -3.799 -2.643 -2.961
H -1.906 -2.909 -2.896
H -2.477 1.409 -1.317
H -0.577 1.294 -1.340
H 1.428 -0.053 -0.927
H 2.768 -2.197 0.300
C 1.228 4.481 2.102
C 0.135 4.648 1.258
C -0.163 3.633 0.362
N 0.550 2.490 0.257
C 1.606 2.358 1.088
C 1.980 3.314 2.019
H 1.491 5.254 2.818
H -0.471 5.546 1.297
H -1.008 3.715 -0.315
H 2.164 1.431 0.983
H 2.837 3.153 2.663
C -1.219 1.361 5.926
C -1.243 0.812 4.648
C -0.094 0.895 3.878
N 1.049 1.483 4.294
C 1.041 2.009 5.538
C -0.056 1.972 6.384
H -2.100 1.314 6.560
H -2.134 0.330 4.262
H -0.062 0.479 2.875
H 1.971 2.477 5.848
H -0.005 2.408 7.375
*
```

The orbital gap comes out at 8.473 eV. Its HOMO energy is -8.2 eV. The SMILES is Cc1ccc(C[C@H]2CCS(=O)(=O)OC2)cc1.c1ccncc1.c1ccncc1. The calculation puts the electronic energy at -1586.874094 Eh.

Atom charges from the natural (NBO) analysis, given in e for atoms 1 to 8: -0.668, 0.003, -0.253, -0.241, -0.054, -0.449, -0.232, -0.444



A molecular structure, C22H26N2O4Tc, computed with ωB97M-V/def2-TZVPD.

```
! RIJCOSX wB97M-V def2-TZVPD def2/J DEFGRID3
* xyz 2 4
Tc -1.149 0.765 0.768
C -1.335 -0.715 3.434
N -1.892 0.484 2.745
C -3.340 0.283 2.463
C -1.691 1.721 3.585
C -0.816 2.705 2.868
C -0.307 3.839 3.473
C 0.453 4.733 2.729
C 0.717 4.508 1.377
C 0.228 3.376 0.759
C -0.549 2.476 1.506
H -1.879 -0.884 4.364
H -0.282 -0.553 3.645
H -1.444 -1.589 2.793
H -3.920 0.247 3.387
H -3.489 -0.653 1.921
H -3.720 1.124 1.874
H -1.281 1.435 4.553
H -2.667 2.171 3.771
H -0.499 4.032 4.522
H 0.852 5.617 3.209
H 1.314 5.215 0.817
H 0.449 3.188 -0.285
O -0.816 -1.582 -0.243
C 0.271 -1.405 0.302
O 0.371 -0.263 1.057
C 1.461 -2.208 0.269
C 2.638 -1.771 0.880
C 3.787 -2.548 0.853
C 3.699 -3.758 0.198
O 4.659 -4.671 0.038
C 4.077 -5.785 -0.666
O 2.737 -5.405 -0.988
C 2.523 -4.196 -0.419
C 1.389 -3.449 -0.407
H 2.656 -0.814 1.382
H 4.708 -2.230 1.320
H 4.071 -6.654 -0.013
H 4.639 -5.967 -1.577
H 0.472 -3.780 -0.873
C 0.047 1.692 -4.472
C -1.136 0.880 -3.911
C -1.014 -0.614 -4.275
C -2.480 1.468 -4.381
C -1.090 0.968 -2.456
N -1.052 1.016 -1.308
H 0.014 1.621 -5.559
H 1.003 1.292 -4.133
H -0.024 2.744 -4.197
H -0.966 -0.691 -5.361
H -1.877 -1.181 -3.928
H -0.107 -1.055 -3.861
H -2.517 1.387 -5.466
H -2.570 2.521 -4.114
H -3.325 0.916 -3.970
*
```

The orbital gap (spin up / spin down) comes out at 5.539 / 4.882 eV. Its HOMO energy (spin up / spin down) is -13.3 / -13.2 eV. The calculation puts the electronic energy at -1344.594988 Eh.

Atom charges from the natural (NBO) analysis, given in e for atoms 1 to 8: 1.568, -0.422, -0.421, -0.458, -0.249, -0.043, -0.193, -0.106